Below is a 2-piece molecular cluster, C6H13N3O3 overall in a non-equilibrium geometry, with properties calculated with the ωB97M-V functional and the def2-TZVPD basis.

Computed properties:
Orbital gap   9.80 eV
LUMO   0.5879 eV
SMILES   COC[C@H](C)O.Nc1cnno1
Net charge   0

Structure (XYZ):
```
25
C6H13N3O3 (the ωB97M-V functional and the def2-TZVPD basis)
O 1.91 1.22 0.96
O 3.08 -1.82 -0.74
O -2.31 -0.77 -0.03
N -4.28 -0.80 1.16
N -2.46 0.97 -1.31
N -1.68 0.06 -1.03
C -3.49 -0.22 0.20
C 1.95 2.26 0.02
C 2.73 0.13 0.63
C -3.62 0.89 -0.59
C 2.17 -0.76 -0.49
C 0.78 -1.27 -0.17
H 3.74 0.46 0.35
H 1.39 3.11 0.45
H 1.48 1.98 -0.94
H 0.79 -1.88 0.75
H 3.07 -2.42 0.04
H 0.12 -0.43 0.02
H 2.84 -0.48 1.54
H -5.27 -0.59 1.10
H -4.42 1.60 -0.69
H 2.99 2.59 -0.17
H -4.07 -1.77 1.37
H 2.15 -0.19 -1.44
H 0.39 -1.88 -0.98
```